# 1
Entry from OMol25: a 8-piece molecular cluster, C33H74N7O13PS overall in a non-equilibrium geometry (ωB97M-V with the def2-TZVPD basis set).

```
129
Properties=species:S:1:pos:R:3:forces:R:3
S -0.2881 -3.2783 -2.3275 3.30 -1.71 0.48
P -3.8456 -1.3937 -3.2985 0.16 0.46 -1.29
O -2.4564 2.1165 -5.7456 0.16 -0.23 -0.02
O -0.2516 1.2661 -2.8205 -0.41 -0.34 0.02
O -8.3968 -1.1725 -4.7098 -0.09 -0.05 -0.03
O 0.2531 -3.4244 -0.9623 -2.27 0.91 -1.72
O 0.3527 -4.2843 -3.2019 -2.42 2.92 0.79
O 2.9146 -1.8317 7.3413 -0.01 0.05 0.23
O 2.8883 0.7857 1.6008 0.12 -0.13 0.09
O -0.9024 -1.0062 5.3755 -0.19 0.12 -0.16
O 8.4907 -3.4089 6.2473 0.07 0.21 0.02
O -0.0461 -1.7030 -2.7524 -0.72 -2.27 -0.14
O -1.9154 -3.2350 -2.5042 1.65 -0.06 -0.54
O 1.4135 5.3130 -1.8908 -0.24 -0.06 0.13
O -1.8455 -0.6469 1.0968 -0.25 0.16 -0.94
N 0.9857 -1.1623 4.1031 -0.02 -0.10 0.39
N -9.5038 -2.0676 -2.9321 0.06 0.35 0.02
N 3.1797 6.4371 -0.9962 0.05 -0.19 -0.36
N -1.9423 3.7118 -7.2916 -0.24 0.05 0.21
N 9.6220 -4.8980 7.5459 -0.28 -0.13 -0.16
N 2.9538 1.1357 -0.6484 -0.06 0.32 0.31
N 5.0142 -1.3819 8.1115 -0.07 -0.13 -0.27
C -4.2299 -0.7839 1.0406 0.38 1.04 -0.49
C 2.8646 2.0728 -1.7518 0.02 -0.25 -0.05
C 3.1879 -0.2698 -0.9331 -0.04 0.02 0.29
C 4.5214 -0.8566 9.3713 -0.24 -0.08 -0.16
C -3.1015 3.3626 -2.4209 0.56 -0.77 -0.06
C -1.5356 3.4414 -2.7004 -1.60 -0.31 0.25
C -1.1675 -0.9529 -2.2403 0.34 1.82 -0.08
C 8.6356 -4.5266 6.6973 0.12 -0.23 0.14
C 6.4434 -1.4130 7.8665 -0.22 0.12 0.16
C -4.5480 -2.9176 -4.1618 -0.33 0.56 -0.15
C -9.4115 -3.4174 -3.4600 0.12 0.17 -0.19
C -2.8260 -2.1330 -0.6240 0.42 0.73 -1.04
C -2.4294 -1.9079 -2.1442 0.25 -0.73 2.34
C 2.4450 6.7819 0.2078 -0.19 -0.15 -0.14
C 0.3354 -0.5903 2.9376 -0.02 -0.14 0.33
C -5.5253 -2.3288 -5.2629 0.02 0.29 0.99
C 10.5940 -3.9051 7.9663 -0.17 0.13 -0.18
C -2.9106 -0.7868 0.1607 -1.87 -1.03 1.20
C 4.1222 -1.8286 7.1998 0.27 0.02 0.07
C 9.7356 -6.2539 8.0454 0.17 0.26 0.05
C -2.6417 3.2026 -6.2519 -0.05 0.26 -0.17
C 2.3800 -1.5518 4.0088 -0.12 0.13 -0.11
C -2.2240 5.0238 -7.8381 0.21 -0.23 -0.07
C -8.9649 -1.0509 -3.6432 -0.17 -0.08 0.20
C -5.2704 -0.6925 -2.2855 0.12 -0.60 0.09
C -0.7753 2.2897 -1.9606 0.63 0.49 0.09
C 2.5581 5.7105 -1.9539 0.29 0.25 0.12
C -1.2741 0.3133 -3.1392 -0.21 0.06 -0.38
C -10.1686 -1.8495 -1.6625 0.06 -0.26 -0.16
C 0.2685 -1.3145 5.2428 0.36 -0.12 -0.11
C 4.5528 6.8795 -1.1371 -0.20 0.04 0.23
C 2.8250 1.5271 0.6402 0.02 -0.01 -0.49
C -0.8773 2.9151 -7.8740 -0.09 -0.17 0.21
H -2.0497 -2.8070 -0.2003 -0.39 0.60 -0.02
H 6.9257 -2.0278 8.6301 0.15 0.03 -0.09
H 0.8509 -1.7536 6.0657 0.09 0.01 -0.05
H 4.9689 6.5464 -2.0866 -0.07 -0.02 0.01
H -11.2044 -2.1889 -1.7326 -0.01 0.05 0.16
H -8.3616 -3.6873 -3.5887 -0.07 -0.11 -0.05
H -1.3336 5.6509 -7.7527 -0.09 0.12 -0.07
H -1.2873 1.9728 -8.2416 0.13 -0.01 -0.01
H -1.4046 1.7740 -1.2009 0.15 0.60 -0.27
H -1.1877 -0.0101 -4.1945 0.00 0.37 0.48
H -0.0282 0.4088 3.1827 -0.09 -0.02 -0.18
H -4.7114 0.2114 0.9213 0.10 -0.61 0.21
H 3.0740 7.3632 0.8785 0.05 -0.03 -0.08
H -3.0440 5.4967 -7.3000 0.02 -0.07 0.03
H -5.0993 -3.5804 -3.4681 0.41 0.10 -0.40
H -1.2052 4.4430 -2.3797 0.29 -0.61 -0.08
H 4.5883 7.9705 -1.0962 0.16 -0.02 -0.02
H -4.9536 -1.5490 0.7145 0.36 0.28 0.34
H -3.9409 -0.8747 2.1014 -0.23 -0.24 -0.51
H 11.3189 -4.3519 8.6432 -0.07 -0.06 -0.03
H 2.0419 1.7821 -2.4089 0.06 0.13 -0.06
H 7.9525 -5.3517 6.4405 0.01 -0.07 0.02
H -3.6494 3.1315 -3.3580 0.17 0.42 0.53
H -1.4415 3.3730 -3.8000 0.51 -0.14 0.66
H 2.7330 -1.9624 4.9542 -0.25 0.03 -0.02
H 3.8008 2.0574 -2.3160 -0.02 0.09 -0.07
H -5.3095 -1.2479 -5.4167 -0.10 -0.64 -0.05
H -2.2382 0.8431 -3.0245 0.20 -0.71 -0.15
H 11.1085 -3.5060 7.0905 0.04 0.08 0.10
H 2.3627 -0.8650 -0.5377 0.08 -0.12 -0.07
H 2.6484 2.6094 0.7488 -0.01 0.07 -0.07
H 0.0918 2.7233 -1.4245 -0.35 -0.28 -0.33
H 6.8397 -0.3959 7.9161 0.14 -0.07 -0.01
H 8.9402 -6.8797 7.6441 0.00 0.08 -0.02
H 10.0809 -3.0838 8.4699 0.13 0.04 -0.01
H 2.4875 -2.3076 3.2260 0.17 0.05 0.00
H -9.8875 -4.1203 -2.7798 0.00 0.09 0.03
H 3.2677 -0.4275 -2.0064 -0.06 0.09 0.02
H -9.9018 -3.4615 -4.4341 0.06 -0.12 0.01
H -4.9663 0.1620 -1.6550 0.09 -0.44 -0.34
H -3.2833 2.4842 -1.7610 -0.10 0.64 -0.22
H 3.8623 -0.0079 9.1793 -0.02 -0.02 0.14
H -0.8006 -0.5264 -1.2790 -0.68 -0.69 -0.13
H 3.9486 -1.6285 9.8888 -0.02 0.11 0.08
H 1.0334 -0.5300 2.1064 0.11 0.01 0.15
H -2.4982 4.9267 -8.8911 -0.02 0.17 0.00
H -9.6549 -2.4155 -0.8822 -0.12 0.06 0.10
H 4.1104 -0.5909 -0.4456 -0.05 -0.10 -0.03
H -0.4104 3.4549 -8.6952 -0.07 0.05 0.04
H 6.6606 -1.8318 6.8861 -0.02 -0.03 0.06
H -10.1585 -0.7929 -1.3994 0.04 -0.02 -0.07
H -5.3917 -2.8302 -6.2349 -0.27 0.06 0.51
H 1.5604 7.3624 -0.0594 -0.01 -0.02 0.13
H 5.3532 -0.5386 9.9964 0.04 -0.03 -0.09
H 4.5988 -2.2064 6.2809 0.11 0.02 -0.01
H -0.5120 -1.2103 2.6644 -0.07 0.06 0.19
H -3.7446 -3.4641 -4.6925 -0.22 0.28 0.73
H -5.7738 -1.4461 -1.6462 0.11 0.43 -0.33
H 9.6665 -6.2458 9.1355 0.02 -0.16 -0.01
H 3.2005 5.5024 -2.8247 0.08 0.02 -0.01
H 5.1521 6.4678 -0.3219 0.12 0.08 -0.07
H -0.1301 2.6927 -7.1100 0.04 -0.07 -0.10
H -3.4259 3.8851 -5.8850 -0.02 0.10 -0.03
H 2.1203 5.8690 0.7105 -0.06 0.10 0.07
H 2.9784 -0.6750 3.7535 0.11 -0.13 -0.09
H 10.7005 -6.6703 7.7476 -0.05 -0.14 0.08
H -6.5677 -2.3722 -4.8768 0.73 -0.11 -0.72
H -3.4927 4.2583 -1.9114 0.07 -0.36 -0.38
H -2.9950 0.1011 -0.5006 0.47 -0.50 0.04
H 2.6865 3.0838 -1.3860 -0.03 -0.12 0.06
H -1.1094 -1.1742 0.7767 0.28 0.00 0.04
H -3.7636 -2.7175 -0.6253 0.33 0.45 0.14
H -5.9705 -0.2836 -3.0450 0.34 -0.43 0.39
H -9.0880 -0.0701 -3.1567 -0.04 0.01 0.07
```
Forces are in eV/Å.

Spin multiplicity: 1
Net charge: 0

Here are the Löwdin charges for atoms 1 to 99, given in e: atom 1 (S): 0.7363, atom 2 (P): 1.0501, atom 3 (O): 0.0123, atom 4 (O): -0.1583, atom 5 (O): -0.0011, atom 6 (O): -0.2747, atom 7 (O): -0.2580, atom 8 (O): 0.0046, atom 9 (O): 0.0002, atom 10 (O): -0.0061, atom 11 (O): 0.0076, atom 12 (O): -0.1659, atom 13 (O): -0.2200, atom 14 (O): 0.0087, atom 15 (O): -0.0647, atom 16 (N): -0.1745, atom 17 (N): -0.1983, atom 18 (N): -0.1980, atom 19 (N): -0.1976, atom 20 (N): -0.2029, atom 21 (N): -0.1800, atom 22 (N): -0.1966, atom 23 (C): -0.0322, atom 24 (C): -0.0528, atom 25 (C): -0.0270, atom 26 (C): -0.0444, atom 27 (C): -0.0937, atom 28 (C): -0.1692, atom 29 (C): -0.2705, atom 30 (C): -0.3459, atom 31 (C): -0.0591, atom 32 (C): -0.3791, atom 33 (C): -0.0357, atom 34 (C): -0.0836, atom 35 (C): -0.4832, atom 36 (C): -0.0379, atom 37 (C): -0.0495, atom 38 (C): -0.1693, atom 39 (C): -0.0417, atom 40 (C): -0.3880, atom 41 (C): -0.3434, atom 42 (C): -0.0600, atom 43 (C): -0.3585, atom 44 (C): -0.0503, atom 45 (C): -0.0597, atom 46 (C): -0.3514, atom 47 (C): -0.2448, atom 48 (C): -0.1944, atom 49 (C): -0.3631, atom 50 (C): -0.1755, atom 51 (C): -0.0586, atom 52 (C): -0.3434, atom 53 (C): -0.0584, atom 54 (C): -0.3356, atom 55 (C): -0.0389, atom 56 (H): 0.1213, atom 57 (H): 0.0864, atom 58 (H): 0.1149, atom 59 (H): 0.0831, atom 60 (H): 0.0896, atom 61 (H): 0.0844, atom 62 (H): 0.0891, atom 63 (H): 0.0937, atom 64 (H): 0.1096, atom 65 (H): 0.1355, atom 66 (H): 0.1027, atom 67 (H): 0.0749, atom 68 (H): 0.0872, atom 69 (H): 0.0831, atom 70 (H): 0.0686, atom 71 (H): 0.0910, atom 72 (H): 0.0894, atom 73 (H): 0.0618, atom 74 (H): 0.0881, atom 75 (H): 0.0859, atom 76 (H): 0.0775, atom 77 (H): 0.1343, atom 78 (H): 0.0571, atom 79 (H): 0.0871, atom 80 (H): 0.0484, atom 81 (H): 0.0917, atom 82 (H): 0.0505, atom 83 (H): 0.0895, atom 84 (H): 0.0938, atom 85 (H): 0.0862, atom 86 (H): 0.1323, atom 87 (H): 0.1056, atom 88 (H): 0.0909, atom 89 (H): 0.0834, atom 90 (H): 0.0894, atom 91 (H): 0.0920, atom 92 (H): 0.0874, atom 93 (H): 0.0913, atom 94 (H): 0.0961, atom 95 (H): 0.0266, atom 96 (H): 0.0465, atom 97 (H): 0.0933, atom 98 (H): 0.1477, atom 99 (H): 0.0917

---

# 2
Entry from OMol25: a 4-piece molecular cluster, C33H75BrF2N3O9P2 overall in a non-equilibrium geometry (ωB97M-V with the def2-TZVPD basis set).

```
125
Properties=species:S:1:pos:R:3:forces:R:3
Br 6.1915 0.8965 -3.0371 0.05 0.01 -0.01
P 3.7723 -1.2961 -6.0414 -0.26 1.77 0.49
P 5.3518 -1.9710 -4.5113 0.70 -0.41 0.10
F 4.0896 -2.8353 -3.7121 -0.02 -0.06 0.03
F 3.5168 -4.6100 -5.7980 -0.10 -0.04 0.10
O -3.7107 -0.2892 3.5962 -0.06 -0.08 0.03
O 6.7723 -7.6807 -1.5118 0.02 0.43 0.20
O -5.0404 3.8772 3.4184 0.03 -0.03 0.02
O -8.1753 0.6642 4.3887 0.02 -0.07 -0.03
O 4.6702 -4.1842 -7.6080 -0.03 0.01 -0.11
O 1.1232 0.1777 0.3425 -0.03 0.10 0.10
O 5.0677 -7.4689 -0.1222 0.04 -0.07 0.07
O -5.6165 6.5115 -0.3280 -0.04 -0.08 0.02
O 1.6010 2.3465 4.4398 0.01 0.06 -0.05
N -7.2187 5.6453 2.0197 0.11 0.01 -0.01
N -5.9941 -0.9213 5.6596 -0.02 0.09 -0.05
N -0.4851 2.0004 2.3267 0.08 -0.01 0.03
C 4.5259 -7.3116 -2.4333 -0.02 0.18 -0.06
C -6.5791 7.3130 0.3420 0.02 0.11 0.00
C 2.0350 3.6246 4.0273 0.02 -0.05 0.01
C -4.5480 -1.0754 5.7859 -0.10 -0.09 -0.05
C -8.8307 -0.4200 3.7658 0.00 0.05 -0.02
C -6.5128 0.3569 6.1263 0.06 -0.07 -0.09
C 5.6703 -3.6735 -5.4690 -0.23 -0.46 -0.03
C -5.7714 4.9337 4.0068 -0.03 0.00 0.11
C 4.6239 -4.1124 -6.4192 0.20 0.05 -0.04
C -4.2813 4.2074 2.2685 0.06 -0.16 -0.01
C 2.0198 -1.8194 -5.9022 -0.26 -0.47 -0.29
C 2.1714 0.3917 1.2648 0.06 -0.04 -0.13
C -6.1536 5.5920 -1.2560 0.05 0.02 -0.01
C 5.4582 -7.4518 -1.2557 -0.09 -0.26 -0.13
C 4.2688 -1.0842 -7.7980 0.16 -0.61 -0.34
C 3.4714 0.0996 -3.2048 -0.19 0.49 0.53
C -0.4638 1.3608 3.6344 0.00 0.05 -0.12
C 7.4026 -6.9591 -2.5813 0.22 -0.12 -0.26
C 7.2184 -5.4566 -2.5238 -0.13 0.03 0.08
C -6.6474 6.9677 1.8137 0.00 -0.12 0.02
C -7.1491 5.1533 3.3906 -0.10 -0.04 -0.06
C 2.3745 -0.7699 -2.5786 0.38 -0.03 0.05
C 8.0585 -4.7765 -3.5948 0.05 0.08 -0.15
C -4.7502 0.4062 2.9346 0.05 0.09 -0.10
C -0.9574 1.1449 1.2416 -0.07 0.12 -0.03
C 6.6381 -2.5698 -3.2064 -0.09 -0.02 0.05
C 6.5930 -0.9838 -5.5291 -0.04 -0.23 -0.41
C 0.2025 2.2390 4.6695 -0.05 -0.06 0.08
C -7.9793 0.5143 5.7885 -0.03 0.08 0.07
C -3.6630 -0.1177 4.9982 0.22 0.06 0.09
C 7.9433 -3.2331 -3.6761 0.23 -0.21 0.09
C 4.8487 -0.5636 -3.2203 -0.48 -0.03 -0.20
C -0.1446 -0.0980 0.8975 -0.07 -0.10 -0.05
H 8.7713 -2.8144 -3.0947 -0.07 -0.02 0.09
H 0.0678 1.7849 5.6562 0.01 0.02 0.00
H -0.6956 -0.6407 0.1246 0.02 -0.01 0.00
H -7.6784 4.1975 3.4245 0.00 0.01 0.02
H 1.4586 -0.1900 -2.4662 -0.08 -0.06 -0.12
H -1.0104 1.7603 0.3398 -0.01 -0.01 0.00
H -2.6255 -0.3181 5.2812 -0.02 -0.02 0.04
H 6.1717 -5.2001 -2.6864 -0.03 -0.06 0.03
H 7.4689 -5.0951 -1.5218 0.08 0.00 -0.02
H 8.4641 -7.1899 -2.4798 -0.05 -0.11 0.06
H -6.7541 4.9849 1.4098 0.00 0.00 0.00
H -6.8081 6.0915 -1.9772 -0.01 -0.01 -0.01
H 0.4435 2.3344 2.1018 0.01 -0.03 -0.01
H 6.9190 -1.7324 -2.5667 -0.02 0.13 -0.20
H 6.8143 -1.5138 -6.4600 -0.06 -0.04 0.05
H -8.3558 1.4210 6.2712 -0.02 -0.01 -0.01
H -4.3973 0.6406 1.9291 0.00 -0.01 0.00
H -8.2129 -1.3245 3.7474 -0.02 -0.02 0.04
H 5.6995 -4.4458 -4.6968 0.05 0.09 0.03
H 7.0874 -7.3559 -3.5530 -0.10 0.04 0.04
H 2.6919 -1.0391 -1.5674 -0.08 -0.08 0.01
H 4.6454 -0.0818 -8.0000 -0.05 0.02 0.09
H -9.0413 -0.1229 2.7398 0.01 0.01 0.00
H -0.2617 3.2306 4.6860 -0.01 0.00 -0.05
H -4.2961 -2.0928 5.4773 0.01 0.00 0.02
H 1.6971 4.4023 4.7206 0.00 0.02 -0.01
H 1.6850 3.8777 3.0206 -0.04 0.03 0.02
H 2.0376 -0.2037 2.1732 -0.01 0.01 0.02
H -5.9807 1.2182 5.6988 -0.03 0.04 0.04
H 8.1807 -2.9618 -4.7071 -0.07 0.10 0.00
H -0.0460 -0.7792 1.7523 0.02 0.06 0.05
H 1.3855 -1.0154 -5.5210 0.11 0.03 0.01
H 3.1234 3.6094 4.0211 0.00 -0.02 0.00
H 4.9292 -7.7420 -3.3476 -0.02 -0.03 0.02
H -8.5540 -0.3366 6.1677 0.04 -0.03 -0.01
H -3.9018 5.2317 2.3126 -0.03 0.02 0.00
H 2.2704 1.4465 1.5410 -0.02 -0.01 0.07
H 1.6271 -2.1119 -6.8812 0.05 -0.04 0.01
H -1.4976 1.1741 3.9382 0.01 -0.02 -0.01
H 2.1985 -1.6985 -3.1134 -0.12 0.08 -0.10
H -5.9276 4.6436 5.0497 0.02 0.00 0.00
H -6.2681 8.3566 0.2391 -0.01 0.00 -0.02
H 3.0990 0.0877 0.7787 -0.02 -0.01 -0.01
H -3.8639 0.9300 5.2569 -0.06 -0.01 -0.03
H 7.7937 -5.2077 -4.5655 -0.06 -0.04 0.05
H -5.1675 5.8497 4.0191 -0.02 0.01 -0.08
H -4.2852 -0.9903 6.8458 0.00 0.03 0.00
H 3.1836 0.5188 -4.1676 0.11 -0.28 -0.14
H -6.2540 -1.0490 4.6899 0.01 0.01 -0.01
H 5.0230 -1.8109 -8.1109 -0.03 0.04 -0.05
H -7.7038 5.8471 4.0320 0.02 0.02 0.00
H 9.1108 -5.0392 -3.4389 0.00 0.02 0.00
H 6.0732 -3.2295 -2.5472 0.04 -0.05 0.00
H 3.5489 0.9661 -2.5353 0.05 -0.02 -0.04
H -5.6320 7.0645 2.2228 0.00 0.06 0.00
H -1.9799 0.8298 1.4788 0.02 -0.03 0.04
H -4.8608 4.0811 1.3492 0.01 0.09 -0.02
H 6.1832 -0.0164 -5.8162 0.02 0.06 0.18
H 4.9350 -1.0653 -2.2570 0.15 -0.03 -0.02
H 3.5872 -7.7890 -2.1636 0.02 -0.04 -0.03
H -6.3976 0.4042 7.2141 0.02 0.01 0.00
H 7.5364 -0.8432 -5.0035 -0.06 0.12 0.08
H -7.5632 7.2037 -0.1243 -0.01 -0.04 0.03
H 0.0582 0.3937 3.6295 -0.02 -0.02 0.06
H 3.3964 -1.2583 -8.4330 -0.04 0.03 0.05
H 6.5993 -3.6893 -6.0362 0.07 0.12 0.10
H -3.4323 3.5241 2.2264 0.02 0.01 0.03
H -5.6553 -0.2011 2.8355 -0.03 0.03 0.06
H -7.2784 7.7052 2.3201 0.00 0.00 0.02
H 1.9094 -2.6771 -5.2382 0.07 -0.03 -0.02
H -6.7193 4.7908 -0.7674 -0.05 0.02 -0.01
H 4.3067 -6.2599 -2.6228 0.01 0.00 0.01
H -9.7765 -0.6538 4.2654 -0.01 -0.02 0.00
H -5.3163 5.1489 -1.7919 0.01 0.01 0.01
H -4.9912 1.3437 3.4432 -0.05 -0.01 -0.03
```
Forces are in eV/Å.

Spin multiplicity: 1
Net charge: -1

Here are the Löwdin charges for atoms 1 to 99, given in e: atom 1 (Br): 0.6117, atom 2 (P): 0.8236, atom 3 (P): 0.5023, atom 4 (F): -0.3338, atom 5 (F): 0.0464, atom 6 (O): -0.1869, atom 7 (O): -0.0133, atom 8 (O): -0.2014, atom 9 (O): -0.1968, atom 10 (O): 0.0898, atom 11 (O): -0.1898, atom 12 (O): 0.1092, atom 13 (O): -0.1936, atom 14 (O): -0.1916, atom 15 (N): -0.0503, atom 16 (N): -0.0493, atom 17 (N): -0.0423, atom 18 (C): 0.0183, atom 19 (C): -0.2207, atom 20 (C): -0.1190, atom 21 (C): -0.1969, atom 22 (C): -0.1177, atom 23 (C): -0.2173, atom 24 (C): -0.1935, atom 25 (C): -0.2252, atom 26 (C): -0.5735, atom 27 (C): -0.0863, atom 28 (C): -0.3457, atom 29 (C): -0.0934, atom 30 (C): -0.1159, atom 31 (C): -0.5371, atom 32 (C): -0.3515, atom 33 (C): -0.3961, atom 34 (C): -0.2103, atom 35 (C): -0.1894, atom 36 (C): -0.1964, atom 37 (C): -0.2203, atom 38 (C): -0.1995, atom 39 (C): -0.1182, atom 40 (C): -0.2135, atom 41 (C): -0.0911, atom 42 (C): -0.1944, atom 43 (C): -0.2922, atom 44 (C): -0.3073, atom 45 (C): -0.2165, atom 46 (C): -0.2189, atom 47 (C): -0.2385, atom 48 (C): -0.2336, atom 49 (C): -0.7266, atom 50 (C): -0.2187, atom 51 (H): 0.1015, atom 52 (H): 0.1197, atom 53 (H): 0.1250, atom 54 (H): 0.1179, atom 55 (H): 0.0655, atom 56 (H): 0.1201, atom 57 (H): 0.1155, atom 58 (H): 0.0816, atom 59 (H): 0.1385, atom 60 (H): 0.1260, atom 61 (H): 0.0736, atom 62 (H): 0.0866, atom 63 (H): 0.0733, atom 64 (H): 0.0339, atom 65 (H): 0.0321, atom 66 (H): 0.1195, atom 67 (H): 0.0823, atom 68 (H): 0.0808, atom 69 (H): 0.0666, atom 70 (H): 0.1215, atom 71 (H): 0.0612, atom 72 (H): 0.0105, atom 73 (H): 0.0879, atom 74 (H): 0.1201, atom 75 (H): 0.1203, atom 76 (H): 0.0847, atom 77 (H): 0.0803, atom 78 (H): 0.0891, atom 79 (H): 0.1053, atom 80 (H): 0.0838, atom 81 (H): 0.1137, atom 82 (H): 0.0106, atom 83 (H): 0.0881, atom 84 (H): 0.0826, atom 85 (H): 0.1205, atom 86 (H): 0.0906, atom 87 (H): 0.0738, atom 88 (H): 0.0228, atom 89 (H): 0.0985, atom 90 (H): 0.0405, atom 91 (H): 0.1185, atom 92 (H): 0.1205, atom 93 (H): 0.0872, atom 94 (H): 0.1142, atom 95 (H): 0.0987, atom 96 (H): 0.1111, atom 97 (H): 0.1173, atom 98 (H): 0.0526, atom 99 (H): 0.0744

---

Values of electronic energy, in order: -92590.4151; -152386.9708, all in eV.